1.
C43H31BaClIN8O3 as an isolated structure. Source: OMol25; level of theory: wB97M-V/def2-TZVPD.

XYZ file:
```
88
Properties=species:S:1:pos:R:3
Ba 0.9796 -0.7012 0.7849
Cl 2.9177 -1.9294 8.4484
C 2.6902 -1.7289 6.7223
C 3.7369 -1.2101 5.9442
C 3.5820 -1.0577 4.5947
C 2.3643 -1.4025 3.9281
O 2.2423 -1.3118 2.6725
C 1.3026 -1.8955 4.7575
C 0.0093 -2.2526 4.2342
N -0.4751 -1.9590 3.0805
C -1.8021 -2.3157 2.8112
C -2.8027 -2.3191 3.7573
C -4.1278 -2.6661 3.4323
C -4.4721 -2.9892 2.1523
C -3.4906 -2.9466 1.1351
C -3.7915 -3.2068 -0.2212
C -2.8176 -3.0878 -1.1658
C -1.5256 -2.7009 -0.7559
N -1.2000 -2.4935 0.4937
C -2.1574 -2.6028 1.4522
C 1.5049 -2.0745 6.1375
H 4.6699 -0.9411 6.4229
H 4.3857 -0.6729 3.9807
H -0.6066 -2.8354 4.9341
H -2.5699 -2.0234 4.7721
H -4.8786 -2.6638 4.2127
H -5.4910 -3.2506 1.8948
H -4.8035 -3.4835 -0.4936
H -3.0209 -3.2632 -2.2135
H -0.7406 -2.5530 -1.4924
H 0.7026 -2.4785 6.7452
I 2.4505 -3.7657 -0.2238
C 3.8875 -3.0307 -1.5808
C 4.6407 -3.9349 -2.2715
C 5.6061 -3.4620 -3.1865
C 5.7713 -2.1200 -3.3686
C 4.9887 -1.1807 -2.6528
C 5.1542 0.2109 -2.8497
C 4.3770 1.0892 -2.1504
C 3.4128 0.6148 -1.2315
C 3.1819 -0.7213 -0.9725
C 4.0051 -1.6214 -1.7163
H 4.5011 -4.9970 -2.1236
H 6.2076 -4.1731 -3.7392
H 6.5092 -1.7497 -4.0728
H 5.8965 0.5574 -3.5608
H 4.4962 2.1575 -2.3034
H 2.8224 1.3771 -0.7183
O -2.4374 1.5421 0.9762
C -1.9733 1.4339 -0.1622
N -2.5318 2.0700 -1.2534
C -1.6833 1.9310 -2.4125
C -0.6894 0.8565 -1.8531
O 0.1163 0.2758 -2.5517
N -0.8977 0.6887 -0.5287
C -2.4782 1.4137 -3.6012
C -2.9676 2.2791 -4.5723
C -3.7671 1.8072 -5.6054
C -4.0833 0.4600 -5.6806
C -3.5978 -0.4113 -4.7141
C -2.8033 0.0628 -3.6835
C -0.8526 3.1634 -2.7330
C -0.8885 4.3053 -1.9454
C -0.0754 5.3931 -2.2411
C 0.7905 5.3429 -3.3206
C 0.8460 4.1937 -4.1005
C 0.0323 3.1131 -3.8098
H -3.1877 2.8202 -1.1241
H -2.7139 3.3309 -4.5268
H -4.1382 2.4959 -6.3545
H -4.6997 0.0887 -6.4896
H -3.8336 -1.4668 -4.7691
H -2.4219 -0.6218 -2.9366
H -1.5354 4.3457 -1.0785
H -0.1123 6.2748 -1.6137
H 1.4310 6.1863 -3.5452
H 1.5381 4.1343 -4.9308
H 0.0958 2.2065 -4.3972
N -1.3276 3.1582 5.5115
C -0.9096 2.5974 4.3337
N -1.7605 1.7756 3.7090
N 0.2904 2.9262 3.9263
C 0.7580 2.3382 2.8442
N 1.2400 1.7907 1.9460
H -2.0347 2.6623 6.0269
H -0.5779 3.5354 6.0675
H -2.7085 1.7287 4.0420
H -1.6733 1.5383 2.7151
```

- Energy relative to the best compared isomer or geometry (same formula, charge and spin): 11.0 kcal per mole
- E_LUMO: 1.85 eV
- Calculated total energy: -3104.627384 Ha
- HOMO-LUMO gap: 5.998 eV
- Charge: -1
- Largest force on an atom: 1.36 eV/A

=====

2.
C43H32ClIN8NaO3 as an isolated structure. Source: OMol25; level of theory: wB97M-V/def2-TZVPD.

XYZ file:
```
89
Properties=species:S:1:pos:R:3
Na 0.3292 0.2235 0.0527
C 2.6569 -1.7173 1.8550
N 2.0938 -0.4032 2.1011
C 1.4073 -0.2579 3.3752
C -0.1001 -0.4127 3.2790
C -0.8188 -1.1979 4.1671
C -2.2028 -1.2518 4.0475
C -2.8201 -0.5197 3.0513
C -2.0145 0.2465 2.2193
N -0.6941 0.3031 2.3239
C 3.0029 0.6662 1.6839
C 2.4963 2.0526 1.9786
C 3.2174 2.9077 2.8053
C 2.7391 4.1876 3.0396
C 1.5447 4.5645 2.4531
C 0.8887 3.6393 1.6516
N 1.3498 2.4207 1.4053
C 1.9874 -2.5581 0.7813
C 2.3797 -3.8837 0.6026
C 1.7959 -4.6175 -0.4123
C 0.8429 -4.0106 -1.2193
C 0.5127 -2.6927 -0.9622
N 1.0722 -1.9856 0.0212
H 2.6732 -2.3005 2.7842
H 3.7076 -1.6083 1.5582
H 1.5995 0.7405 3.7752
H 1.7934 -0.9689 4.1185
H -0.3018 -1.7648 4.9326
H -2.7847 -1.8761 4.7145
H -3.8894 -0.5531 2.8938
H -2.4448 0.8326 1.4154
H 3.1300 0.6006 0.5978
H 3.9973 0.5535 2.1474
H 4.1403 2.5651 3.2556
H 3.2867 4.8727 3.6747
H 1.1214 5.5475 2.6076
H -0.0563 3.8956 1.1833
H 3.1275 -4.3221 1.2534
H 2.0776 -5.6509 -0.5740
H 0.3606 -4.5443 -2.0266
H -0.2363 -2.1742 -1.5496
O -7.4810 -0.3062 -1.3005
C -6.9086 -1.3840 -1.0581
O -7.3652 -2.5294 -0.8836
C -5.3711 -1.2814 -0.9157
C -4.6365 -2.2923 -0.3161
C -3.2614 -2.1537 -0.1712
N -2.5813 -1.0892 -0.6079
C -3.2883 -0.1336 -1.2214
C -4.6682 -0.1812 -1.3795
C -2.5203 1.0298 -1.7504
C -2.8053 1.5557 -3.0072
C -2.0489 2.6128 -3.4781
C -1.0329 3.1166 -2.6820
C -0.8263 2.5337 -1.4432
N -1.5522 1.5182 -0.9739
C -2.4901 -3.2479 0.4886
C -2.7847 -4.5796 0.1892
C -2.0865 -5.5843 0.8328
C -1.1194 -5.2345 1.7625
C -0.8955 -3.8865 1.9908
N -1.5513 -2.9101 1.3734
H -5.1658 -3.1672 0.0375
H -5.2184 0.6328 -1.8330
H -3.5864 1.1104 -3.6073
H -2.2309 3.0202 -4.4646
H -0.3906 3.9190 -3.0205
H -0.0123 2.8720 -0.8116
H -3.5445 -4.8066 -0.5458
H -2.2934 -6.6240 0.6111
H -0.5479 -5.9825 2.2963
H -0.1482 -3.5708 2.7130
Cl 3.0148 3.9904 -6.1778
C 2.5822 2.9443 -4.8412
C 1.8183 1.8353 -5.0755
C 1.4459 0.9868 -4.0306
I 0.2227 -0.6477 -4.4451
C 1.8002 1.2036 -2.6849
O 1.4022 0.4931 -1.7271
C 2.6649 2.3747 -2.4707
N 3.0757 2.5938 -1.2002
C 3.8117 3.6445 -0.9401
C 4.2125 4.5721 -1.9186
C 3.8253 4.3654 -3.2114
C 3.0301 3.2430 -3.5330
H 1.4908 1.6182 -6.0837
H 4.1135 3.7838 0.0957
H 4.8183 5.4260 -1.6440
H 4.1156 5.0485 -3.9982
```

- Energy relative to the best compared isomer or geometry (same formula, charge and spin): 0.0 kcal per mole
- E_LUMO: 1.55 eV
- Calculated total energy: -3241.983838 Ha
- HOMO-LUMO gap: 6.227 eV
- Charge: -1
- Largest force on an atom: 0.66 eV/A

=====

3.
C43H33Cl5F4GeN3O5Sc as an isolated structure. Source: OMol25; level of theory: wB97M-V/def2-TZVPD.

XYZ file:
```
95
Properties=species:S:1:pos:R:3
Sc 1.9402 -0.0637 1.5902
F -2.0880 5.1954 1.2917
C -2.1340 4.0561 0.5484
C -1.3387 2.9829 0.8164
C -1.4845 1.7967 0.0657
C -0.6732 0.7366 0.2858
O 0.2999 0.8382 1.2060
C -0.8237 -0.4051 -0.6843
C -1.7843 -0.4559 -1.6289
N -2.7539 0.4792 -1.6608
C -3.7336 0.6127 -2.6819
C -5.2043 0.6385 -2.3700
C -4.5825 -0.5060 -3.1256
C -2.4799 1.7018 -1.0040
C -3.2879 2.8228 -1.2311
C -3.1440 3.9662 -0.4094
N -4.1391 5.0159 -0.5326
C -3.6250 6.3610 -0.8164
C -4.7394 7.2609 -1.2073
N -5.7474 7.2613 -0.0687
C -6.3021 5.9154 0.2063
C -5.1662 5.0135 0.4883
C 0.1401 -1.4528 -0.8200
O 0.0152 -2.3492 -1.6020
O 1.1099 -1.4947 0.1511
H -0.6595 3.0876 1.6357
H -1.8731 -1.3181 -2.3135
H -3.3479 1.2354 -3.5617
H -5.7520 1.4783 -2.7303
H -5.5044 0.3652 -1.2953
H -4.8085 -0.6897 -4.2211
H -4.5537 -1.4395 -2.6027
H -4.0978 2.9298 -1.9899
H -3.0414 6.3733 -1.7037
H -2.9605 6.8037 -0.0369
H -5.3124 6.9828 -2.1080
H -4.3198 8.3091 -1.3885
H -6.4104 7.9698 -0.2411
H -5.2674 7.5482 0.7874
H -6.8435 5.5527 -0.6430
H -6.9479 6.0388 1.0561
H -5.5087 3.9625 0.7037
H -4.7757 5.3454 1.4472
Cl 4.7290 -1.0048 2.1506
C 4.7988 -0.1966 0.6455
C 3.6639 0.5572 0.3515
C 3.6918 1.2389 -0.8528
Cl 2.2227 2.1287 -1.2828
C 4.7819 1.2456 -1.6951
Cl 4.8043 2.1787 -3.1647
C 5.9342 0.4316 -1.3489
Cl 7.2689 0.2472 -2.4614
C 5.9408 -0.2360 -0.1598
Cl 7.3199 -1.1160 0.2542
F -0.1929 0.6045 4.5878
C 0.4274 1.8306 4.5591
F -0.1794 2.6350 3.6781
F 0.2699 2.4689 5.7643
C 1.9225 1.7079 4.0999
O 2.5873 2.6607 4.2987
O 2.1348 0.6470 3.4263
C -0.6265 -6.8637 -1.3612
C -0.9698 -6.1689 -0.2348
C -0.1413 -5.1234 0.2053
C 0.9816 -4.7498 -0.5243
C 1.3178 -5.4646 -1.6688
C 0.5194 -6.5087 -2.1267
Ge 2.0355 -3.2477 0.1261
C 3.5975 -3.2485 -1.0262
C 4.5164 -4.2864 -0.6725
C 5.7817 -4.3425 -1.3074
C 5.9678 -3.4652 -2.4103
C 5.0633 -2.5340 -2.7789
C 3.9630 -2.3379 -1.9751
C 2.2834 -3.2395 2.0775
C 1.2572 -2.6319 2.8166
C 1.2111 -2.7625 4.2060
C 2.1903 -3.4776 4.8725
C 3.0926 -4.1814 4.0431
C 3.2604 -4.0144 2.7288
H -1.1731 -7.7616 -1.6602
H -1.8693 -6.4024 0.3661
H -0.4288 -4.5790 1.1714
H 2.1819 -5.2462 -2.3184
H 0.6581 -7.1391 -2.9815
H 4.1449 -5.1648 -0.0556
H 6.5096 -5.0750 -0.9811
H 6.9078 -3.4935 -2.9516
H 5.1730 -1.9061 -3.6501
H 3.2961 -1.4779 -2.2057
H 0.3409 -2.2153 2.3678
H 0.4183 -2.3944 4.8562
H 2.1673 -3.6725 5.9654
H 3.8652 -4.8062 4.4473
H 4.0919 -4.5088 2.1882
```

- Energy relative to the best compared isomer or geometry (same formula, charge and spin): 0.0 kcal per mole
- 2S+1: 2
- E_LUMO (spin up / spin down): -2.81 / -2.82 eV
- Calculated total energy: -7736.755446 Ha
- HOMO-LUMO gap (spin up / spin down): 4.997 / 7.623 eV
- Charge: +1
- Largest force on an atom: 3.12 eV/A

=====

4.
C43H33N10O4Tl as an isolated structure. Source: OMol25; level of theory: wB97M-V/def2-TZVPD.

XYZ file:
```
91
Properties=species:S:1:pos:R:3
Tl -0.5956 -0.4489 -0.2810
O 0.5684 -3.2411 3.7157
C 0.4048 -2.8024 2.5541
O 0.9306 -1.7893 2.0433
C -0.5806 -3.6078 1.6706
C -1.1247 -4.7828 2.1802
C -2.0206 -5.5031 1.4077
C -2.3148 -5.0486 0.1344
C -1.7247 -3.8717 -0.3176
N -0.8903 -3.1640 0.4477
C -1.9938 -3.4243 -1.7775
O -2.8371 -4.1052 -2.3945
O -1.3100 -2.4645 -2.1953
H -0.8385 -5.0959 3.1745
H -2.4754 -6.4101 1.7939
H -2.9857 -5.5744 -0.5302
C 2.6644 -3.5369 -1.7419
C 3.8458 -3.4493 -1.0349
C 4.0653 -2.3533 -0.2198
C 3.1067 -1.3393 -0.1483
N 1.9718 -1.4363 -0.8518
C 1.7502 -2.5022 -1.6093
C 3.3591 -0.1564 0.7367
C 4.4673 -0.1828 1.5874
C 4.7082 0.8892 2.4188
C 3.8580 1.9715 2.3860
C 2.7851 1.9508 1.4934
N 2.5537 0.9080 0.6872
C 1.8705 3.1234 1.4137
C 1.8199 4.0791 2.4323
C 0.9219 5.1256 2.3390
C 0.0981 5.2019 1.2282
C 0.2342 4.2271 0.2527
N 1.0976 3.2237 0.3349
H 2.4477 -4.3883 -2.3738
H 4.5951 -4.2295 -1.1070
H 4.9816 -2.2978 0.3518
H 0.7819 -2.5143 -2.1048
H 5.1308 -1.0346 1.6114
H 5.5636 0.8830 3.0842
H 4.0507 2.8308 3.0133
H 2.4601 4.0085 3.3015
H 0.8630 5.8668 3.1272
H -0.6410 5.9856 1.1268
H -0.3710 4.2464 -0.6454
C 4.3187 0.4687 -3.6028
C 3.8313 1.3990 -2.6914
C 2.4726 1.5321 -2.4719
C 1.5529 0.7187 -3.1537
C 2.0564 -0.2210 -4.0672
C 3.4178 -0.3398 -4.2869
N 0.2103 0.7671 -2.8771
C -0.5906 1.6898 -3.3115
C -0.1439 2.7706 -4.1729
C -0.9782 3.7496 -4.6036
C -2.3580 3.7382 -4.2599
C -2.8453 2.7188 -3.4964
C -2.0129 1.6874 -2.9882
N -2.4799 0.6955 -2.1976
N -3.7369 0.6396 -2.0061
C -4.2128 -0.2521 -1.0671
C -5.5535 -0.6596 -1.2108
C -6.1232 -1.4576 -0.2450
C -5.3637 -1.8361 0.8581
C -4.0558 -1.3815 0.9248
N -3.4926 -0.6173 0.0034
H 5.3858 0.3648 -3.7633
H 4.5271 2.0257 -2.1415
H 2.0830 2.2438 -1.7554
H 1.3478 -0.8582 -4.5822
H 3.7835 -1.0752 -4.9961
H 0.9018 2.7747 -4.4554
H -0.5966 4.5540 -5.2255
H -3.0088 4.5261 -4.6219
H -3.8972 2.6677 -3.2466
H -6.0957 -0.3536 -2.0950
H -7.1497 -1.7923 -0.3462
H -5.7705 -2.4723 1.6331
H -3.4229 -1.6457 1.7692
C -0.6003 0.3871 5.7362
N -1.2668 0.7035 4.4979
C -2.4290 1.4257 4.3437
C -2.6718 1.4565 2.9978
N -1.6881 0.7794 2.3343
C -0.8637 0.3419 3.2520
H -1.3321 0.2883 6.5377
H 0.1156 1.1666 6.0117
H -0.0656 -0.5554 5.6225
H -2.9618 1.8383 5.1848
H -3.5001 1.9014 2.4695
H 0.0109 -0.2690 3.0467
```

- E_LUMO: 4.04 eV
- Calculated total energy: -2679.506118 Ha
- HOMO-LUMO gap: 5.369 eV
- Charge: -2
- Largest force on an atom: 1.15 eV/A

=====

5.
C43H34AsHfN8O4S2 as an isolated structure. Source: OMol25; level of theory: wB97M-V/def2-TZVPD.

XYZ file:
```
93
Properties=species:S:1:pos:R:3
Hf 1.2246 -0.3360 -0.3046
N 4.3702 2.5762 -0.0264
C 3.2758 1.9714 -0.4938
S 3.4725 0.5233 -1.4182
N 2.1132 2.5571 -0.3767
N 1.0211 1.8558 -0.7262
C 0.0112 2.4876 -1.2690
C 0.0611 3.9014 -1.6684
C 0.5044 4.9009 -0.8070
C 0.6465 6.1988 -1.2637
C 0.3659 6.5126 -2.5839
C -0.0972 5.5263 -3.4411
C -0.2645 4.2333 -2.9849
C -1.1532 1.6883 -1.6212
C -2.3821 2.2918 -1.9070
C -3.4355 1.5055 -2.3325
C -3.2353 0.1371 -2.4499
C -2.0057 -0.3897 -2.0866
N -0.9773 0.3490 -1.6747
H 5.2710 2.1515 -0.1583
H 4.2910 3.4263 0.5050
H 0.7374 4.6567 0.2166
H 0.9912 6.9656 -0.5869
H 0.5110 7.5196 -2.9462
H -0.3213 5.7616 -4.4706
H -0.6083 3.4644 -3.6614
H -2.4963 3.3572 -1.7868
H -4.3920 1.9470 -2.5696
H -4.0195 -0.5112 -2.8055
H -1.8451 -1.4612 -2.1204
S 2.4253 0.2201 1.8160
C 1.3419 0.1287 3.2085
C 1.9411 0.0563 4.4662
C 1.1757 0.0783 5.6135
C -0.2062 0.1747 5.5263
C -0.8090 0.2268 4.2839
C -0.0519 0.1997 3.1127
As -0.9615 0.1691 1.3830
C -2.0511 -1.4436 1.6581
C -3.1086 -1.6828 0.7793
C -3.7601 -2.9038 0.7746
C -3.3637 -3.9044 1.6446
C -2.3234 -3.6728 2.5283
C -1.6701 -2.4525 2.5355
C -2.3317 1.5538 1.7778
C -1.9424 2.8892 1.6939
C -2.8314 3.9032 2.0052
C -4.1303 3.5953 2.3761
C -4.5362 2.2734 2.4369
C -3.6412 1.2564 2.1479
H 3.0177 -0.0003 4.5179
H 1.6610 0.0299 6.5764
H -0.8061 0.2093 6.4218
H -1.8908 0.2970 4.1943
H -3.4117 -0.8971 0.0891
H -4.5684 -3.0824 0.0808
H -3.8542 -4.8657 1.6260
H -2.0029 -4.4581 3.1939
H -0.8383 -2.2925 3.2129
H -0.9228 3.1244 1.4025
H -2.5130 4.9342 1.9692
H -4.8219 4.3840 2.6282
H -5.5490 2.0332 2.7240
H -3.9559 0.2217 2.2266
C 1.8039 -0.5899 -4.4289
C 1.1590 -1.6227 -3.5913
N 1.0169 -1.5784 -2.2763
C 0.3892 -2.7479 -1.9054
C 0.1492 -3.5046 -3.0328
N 0.6396 -2.7665 -4.0765
C -0.4964 -4.8300 -3.3088
O -0.9053 -5.5227 -2.2787
O -0.6053 -5.1766 -4.4569
C 0.0713 -3.0110 -0.4728
O -0.4226 -4.0805 -0.1399
O 0.3562 -2.0450 0.3166
H 2.2444 0.1804 -3.7995
H 1.0812 -0.1311 -5.1019
H 2.5898 -1.0399 -5.0330
H 0.5868 -3.0799 -5.0382
H -0.7553 -5.0903 -1.3852
N 4.3566 -4.4428 3.8891
C 4.2748 -4.0622 2.8136
C 4.1803 -3.5674 1.4888
C 5.1531 -3.8676 0.5337
C 4.9978 -3.3367 -0.7333
C 3.9083 -2.5194 -0.9904
N 2.9719 -2.2255 -0.0851
C 3.1029 -2.7575 1.1278
H 5.9883 -4.5034 0.7902
H 5.7089 -3.5397 -1.5177
H 3.7877 -2.0643 -1.9649
H 2.3194 -2.5478 1.8480
```

- Energy relative to the best compared isomer or geometry (same formula, charge and spin): 19.1 kcal per mole
- E_LUMO: -3.68 eV
- Calculated total energy: -5478.242478 Ha
- HOMO-LUMO gap: 6.569 eV
- Charge: +1
- Largest force on an atom: 2.58 eV/A